No. 1
Entry from the OMol25 dataset: 4 unconnected molecules or ions with the total composition CH9NO3 (ωB97M-V with the def2-TZVPD basis set).

XYZ file:
```
14
Properties=species:S:1:pos:R:3:lowdin_charge:R:1
C -1.418 -0.375 2.000 -0.0615
N -0.940 0.374 1.039 0.0344
H -0.641 -0.547 2.705 0.0410
H -2.411 -0.768 2.293 0.0786
H -1.460 0.632 0.263 -0.0116
O -1.113 0.808 -2.233 -0.0452
H -1.432 1.724 -2.301 0.0555
H -0.178 0.783 -2.188 -0.0268
O 1.572 -1.257 0.831 -0.0371
H 2.156 -0.752 1.370 0.0296
H 0.815 -0.708 0.736 -0.0532
O 1.778 -0.121 -1.868 -0.0243
H 2.194 0.562 -1.354 0.0415
H 1.078 -0.354 -1.292 -0.0207
```

Values from the calculation:
Energy above the lowest of the compared OMol25 structures with the same formula, charge and spin (kcal/mol): 30.9

=====

No. 2
Entry from the OMol25 dataset: 3 unconnected molecules or ions with the total composition C27H40N4O5 (ωB97M-V with the def2-TZVPD basis set).

XYZ file:
```
76
Properties=species:S:1:pos:R:3:lowdin_charge:R:1
O -2.265 4.246 -2.672 0.2088
C -2.296 3.132 -3.012 -0.2161
N -2.052 1.941 -3.275 0.1138
N -3.032 1.057 -2.632 0.0433
C -2.109 0.006 -2.100 -0.3169
O -2.034 -0.364 -0.979 0.1738
C -1.326 -0.388 -3.369 -0.0984
C -0.056 -0.873 -3.563 0.0069
C 0.327 -1.098 -4.899 -0.0516
C -0.527 -0.846 -5.977 -0.0565
C -1.846 -0.379 -5.778 -0.0091
C -2.220 -0.161 -4.479 -0.1078
C -3.541 0.316 -3.827 -0.3239
O -4.663 0.103 -4.131 0.1772
H 0.594 -1.067 -2.708 0.1088
H 1.326 -1.469 -5.139 0.1074
H -0.154 -1.019 -6.989 0.1073
H -2.542 -0.172 -6.591 0.1228
C -2.680 3.441 2.218 -0.0338
C -2.634 1.943 2.610 -0.4807
C -3.761 1.186 1.896 -0.1343
C -5.143 1.458 2.486 -0.1755
C -5.147 1.223 3.994 -0.1363
C -4.043 1.992 4.729 -0.4954
N -2.705 1.808 4.095 -0.0739
O -2.265 0.622 4.417 -0.0155
C -4.406 3.490 4.779 -0.0412
C -4.038 1.562 6.199 -0.0472
C -1.295 1.446 2.055 -0.0488
H -2.111 3.630 1.307 0.0780
H -3.689 3.799 2.015 0.0661
H -2.239 4.069 2.993 0.0876
H -3.571 0.109 1.948 0.1263
H -3.764 1.444 0.835 0.1190
H -5.467 2.478 2.257 0.1015
H -5.873 0.797 2.013 0.1138
H -6.123 1.498 4.401 0.1237
H -5.035 0.149 4.178 0.1248
H -3.589 4.075 5.206 0.0912
H -5.283 3.648 5.409 0.0850
H -4.660 3.913 3.810 0.0586
H -3.913 0.486 6.319 0.0784
H -4.986 1.820 6.672 0.0847
H -3.243 2.064 6.754 0.0905
H -0.456 1.951 2.539 0.0917
H -1.232 1.642 0.985 0.0729
H -1.164 0.371 2.177 0.0791
C 4.849 -4.223 -0.984 -0.0351
C 4.606 -3.029 -1.941 -0.4848
C 5.926 -2.288 -2.192 -0.1354
C 6.385 -1.445 -1.006 -0.1768
C 5.273 -0.509 -0.543 -0.1347
C 3.952 -1.232 -0.260 -0.4908
N 3.550 -2.137 -1.377 -0.0637
O 3.083 -1.398 -2.346 -0.0361
C 4.073 -2.031 1.053 -0.0370
C 2.871 -0.187 0.040 -0.0430
C 4.161 -3.680 -3.256 -0.0475
H 5.144 -5.117 -1.534 0.0810
H 5.649 -4.039 -0.268 0.0666
H 3.944 -4.482 -0.434 0.0895
H 5.819 -1.630 -3.061 0.1242
H 6.708 -3.007 -2.447 0.1265
H 6.715 -2.083 -0.182 0.1022
H 7.257 -0.855 -1.298 0.1137
H 5.599 0.026 0.352 0.1258
H 5.118 0.256 -1.312 0.1252
H 3.182 -2.638 1.225 0.0936
H 4.173 -1.354 1.903 0.0875
H 4.942 -2.683 1.093 0.0593
H 2.757 0.539 -0.765 0.0791
H 3.130 0.379 0.936 0.0871
H 1.902 -0.660 0.216 0.0905
H 3.217 -4.215 -3.130 0.0933
H 4.910 -4.396 -3.594 0.0854
H 4.041 -2.955 -4.061 0.0740
```

Values from the calculation:
2S+1: 3
Energy above the lowest of the compared OMol25 structures with the same formula, charge and spin (kcal/mol): 0.0

=====

No. 3
Entry from the OMol25 dataset: a molecular structure, C24H20IN3PtS (ωB97M-V with the def2-TZVPD basis set).

XYZ file:
```
50
Properties=species:S:1:pos:R:3:lowdin_charge:R:1
Pt -0.546 0.075 0.526 0.5179
I -1.159 -2.385 1.236 1.1266
C 0.524 -2.449 2.470 -0.6044
C 0.857 -3.632 3.061 -0.1637
C 1.952 -3.664 3.944 -0.0885
C 2.627 -2.509 4.211 -0.0383
C 2.277 -1.282 3.597 -0.1745
C 2.992 -0.106 3.909 -0.0563
C 2.655 1.058 3.291 -0.0824
C 1.629 1.102 2.328 -0.1514
C 0.882 -0.001 1.960 -0.3203
C 1.209 -1.226 2.652 -0.2497
H 0.288 -4.531 2.866 0.0898
H 2.240 -4.597 4.409 0.1025
H 3.457 -2.509 4.907 0.1114
H 3.795 -0.154 4.635 0.1072
H 3.187 1.972 3.526 0.1027
H 1.436 2.050 1.852 0.0285
C 0.331 -2.268 -2.324 -0.0571
C 0.871 -0.918 -2.694 -0.3269
C 1.672 -0.764 -3.849 -0.0226
C 2.166 0.468 -4.153 -0.0119
C 1.883 1.566 -3.311 -0.1636
C 2.398 2.855 -3.570 -0.0557
C 2.118 3.875 -2.707 -0.0887
C 1.320 3.651 -1.573 -0.1280
C 0.775 2.416 -1.291 -0.5680
S -0.312 2.301 0.077 0.5934
C 1.066 1.328 -2.177 -0.2245
N 0.577 0.088 -1.906 0.0951
H 0.639 -3.029 -3.040 0.0726
H -0.759 -2.245 -2.282 0.0698
H 0.689 -2.552 -1.334 0.0445
H 1.879 -1.623 -4.473 0.1065
H 2.785 0.621 -5.029 0.1158
H 3.019 3.009 -4.444 0.1065
H 2.518 4.865 -2.882 0.1020
H 1.119 4.471 -0.895 0.0961
C -6.229 0.226 0.664 -0.0104
N -4.922 0.350 0.049 -0.1301
C -4.655 0.689 -1.256 -0.0561
C -3.299 0.667 -1.384 -0.1297
N -2.740 0.319 -0.184 -0.1121
C -3.735 0.130 0.651 -0.1981
H -6.985 0.513 -0.063 0.0899
H -6.308 0.884 1.527 0.0949
H -6.413 -0.801 0.974 0.0935
H -5.442 0.922 -1.952 0.1169
H -2.691 0.905 -2.239 0.1074
H -3.638 -0.134 1.691 0.1212
```

Values from the calculation:
Energy above the lowest of the compared OMol25 structures with the same formula, charge and spin (kcal/mol): 8.4

=====

No. 4
Entry from the OMol25 dataset: 2 unconnected molecules or ions with the total composition C2H6IO2 (ωB97M-V with the def2-TZVPD basis set).

XYZ file:
```
11
Properties=species:S:1:pos:R:3:lowdin_charge:R:1
I 10.639 -24.544 16.765 -0.9835
C 9.549 -24.178 10.521 -0.2677
C 9.771 -22.663 10.963 -0.2192
O 11.115 -22.538 11.376 -0.0875
O 8.993 -24.971 11.499 -0.0567
H 10.560 -24.553 10.362 0.1080
H 8.984 -24.210 9.589 0.1056
H 9.152 -22.425 11.828 0.1165
H 9.511 -21.992 10.144 0.1049
H 11.334 -22.716 12.293 0.0932
H 9.389 -24.632 12.305 0.0863
```

Values from the calculation:
Charge: -1
Energy above the lowest of the compared OMol25 structures with the same formula, charge and spin (kcal/mol): 22.6

=====

No. 5
Entry from the OMol25 dataset: 5 unconnected molecules or ions with the total composition CH14N2O4 (ωB97M-V with the def2-TZVPD basis set).

XYZ file:
```
21
Properties=species:S:1:pos:R:3:lowdin_charge:R:1
N -1.284 0.015 2.293 0.0135
C -0.538 0.608 1.200 -0.3545
N -1.384 1.493 0.361 -0.0161
H -0.810 0.139 3.173 0.0637
H -1.380 -0.983 2.165 0.0567
H 0.317 1.209 1.486 0.1079
H -0.099 -0.134 0.525 0.0865
H -1.941 0.909 -0.255 0.0690
H -2.023 1.931 1.014 0.0755
O 0.505 -0.620 -3.468 -0.0508
H -0.195 -1.177 -3.835 0.0605
H 0.107 -0.295 -2.652 0.0064
O -0.374 2.113 -2.237 -0.0699
H 0.256 1.556 -2.699 -0.0082
H -0.599 1.733 -1.366 -0.0268
O 2.050 -0.121 -0.911 -0.0596
H 1.731 0.742 -1.208 0.0228
H 2.076 -0.587 -1.761 0.0273
O 0.924 -3.040 2.960 -0.0617
H 1.874 -2.928 3.084 0.0374
H 0.787 -2.564 2.132 0.0204
```

Values from the calculation:
Energy above the lowest of the compared OMol25 structures with the same formula, charge and spin (kcal/mol): 23.0

=====

No. 6
Entry from the OMol25 dataset: 3 unconnected molecules or ions with the total composition C16H34N3O2 (ωB97M-V with the def2-TZVPD basis set).

XYZ file:
```
55
Properties=species:S:1:pos:R:3:lowdin_charge:R:1
C -3.621 1.887 -0.028 0.0570
C -4.668 2.321 0.370 -0.2503
N -5.858 2.865 0.778 -0.0101
C -6.799 2.796 -0.409 -0.1235
C -7.825 1.635 -0.254 -0.7772
O -8.543 1.592 0.760 -0.0936
O -7.904 0.788 -1.159 -0.0910
H -2.881 1.594 -0.740 -0.0093
H -5.690 3.847 0.966 0.1056
H -6.203 2.575 -1.305 0.0948
H -7.316 3.761 -0.510 0.1063
C 2.434 4.370 -3.300 -0.0956
C 2.277 3.387 -2.148 -0.2810
N 0.893 3.128 -1.805 -0.1956
C 0.727 2.463 -0.522 -0.2422
C 1.304 1.052 -0.370 -0.0912
C 0.050 2.637 -2.882 -0.2421
C 0.484 1.361 -3.610 -0.0827
H 1.881 5.291 -3.106 0.0787
H 3.487 4.631 -3.423 0.0684
H 2.089 3.951 -4.246 0.0625
H 2.775 3.823 -1.277 0.1158
H 2.825 2.462 -2.390 0.0994
H -0.335 2.440 -0.266 0.1043
H 1.185 3.097 0.245 0.1098
H 0.718 0.313 -0.914 0.0552
H 1.281 0.761 0.683 0.0672
H 2.343 0.992 -0.701 0.0638
H -0.045 3.433 -3.628 0.1020
H -0.967 2.502 -2.505 0.1102
H 1.532 1.393 -3.914 0.0632
H -0.112 1.239 -4.517 0.0721
H 0.326 0.470 -3.004 0.0540
C 2.556 -2.301 0.292 -0.0939
C 2.162 -2.444 1.755 -0.2728
N 1.120 -3.429 1.970 -0.1961
C 0.507 -3.349 3.286 -0.2480
C 1.390 -3.632 4.506 -0.0902
C 1.401 -4.769 1.487 -0.2486
C 2.667 -5.466 1.998 -0.0872
H 1.682 -2.113 -0.333 0.0764
H 3.238 -1.457 0.173 0.0678
H 3.068 -3.189 -0.084 0.0634
H 1.793 -1.470 2.089 0.1110
H 3.064 -2.658 2.349 0.1009
H -0.361 -4.013 3.316 0.1127
H 0.092 -2.342 3.398 0.1123
H 1.626 -4.691 4.599 0.0518
H 0.856 -3.346 5.415 0.0695
H 2.321 -3.064 4.483 0.0646
H 1.458 -4.731 0.395 0.1020
H 0.538 -5.409 1.688 0.1148
H 3.549 -4.829 1.926 0.0641
H 2.861 -6.356 1.394 0.0696
H 2.563 -5.799 3.030 0.0514
```

Values from the calculation:
DFT total energy (Ha): -944.71504
Charge: -1